{"formula": "C24H43Cl2F6GeO2PPdSb", "method": "ωB97M-V with the def2-TZVPD basis set", "energy_ev": -146838.909, "de_lowest_kj_mol": 113.0, "spin_multiplicity": 2, "charge": 2, "lumo_energy_ev": [-10.1710, -10.1706], "gap_ev": [4.309, 4.971], "s_squared": 0.7540, "elements": ["Pd", "Cl", "C", "C", "C", "Cl", "C", "O", "C", "C", "O", "C", "H", "H", "H", "C", "C", "C", "P", "C", "C", "C", "C", "C", "C", "H", "H", "H", "H", "H", "H", "H", "H", "H", "H", "H", "H", "H", "H", "H", "H", "H", "H", "H", "H", "H", "F", "Sb", "F", "F", "F", "F", "F", "C", "C", "C", "C", "Ge", "C", "C", "C", "C", "H", "H", "H", "H", "H", "H", "H", "H", "H", "H", "H", "H", "H", "H", "H", "H", "H", "H", "H"], "xyz": [[0.514, -0.329, 0.190], [-6.486, -1.741, 2.962], [-4.882, -1.337, 2.798], [-4.357, -0.279, 3.530], [-3.026, 0.035, 3.380], [-2.309, 1.277, 4.184], [-2.145, -0.764, 2.427], [-0.975, -0.525, 2.347], [-2.803, -1.846, 1.640], [-2.017, -2.641, 0.640], [-0.934, -2.321, 0.213], [-4.093, -2.128, 1.852], [-4.989, 0.285, 4.203], [-2.508, -3.564, 0.294], [-4.598, -2.931, 1.326], [3.158, -1.844, -2.958], [1.640, -1.670, -2.964], [0.955, -2.938, -2.450], [1.056, -0.158, -2.079], [2.221, 1.193, -2.579], [1.604, 2.589, -2.656], [3.487, 1.252, -1.723], [-0.566, 0.283, -2.849], [-1.354, 1.223, -1.933], [-1.438, -0.901, -3.257], [3.405, -2.742, -3.524], [3.545, -1.980, -1.946], [3.688, -1.013, -3.417], [1.324, -1.485, -3.998], [1.067, -3.035, -1.371], [1.418, -3.809, -2.914], [-0.109, -2.970, -2.675], [2.489, 0.879, -3.597], [1.336, 2.966, -1.672], [0.735, 2.648, -3.309], [2.358, 3.262, -3.066], [3.250, 1.593, -0.715], [4.172, 1.976, -2.165], [4.012, 0.303, -1.661], [-0.286, 0.819, -3.761], [-1.767, 0.665, -1.085], [-2.195, 1.653, -2.479], [-0.765, 2.046, -1.533], [-2.361, -0.515, -3.691], [-1.708, -1.515, -2.394], [-0.972, -1.540, -4.006], [-1.010, 1.637, 1.173], [0.368, 2.847, 1.791], [0.535, 1.784, 3.341], [1.551, 1.487, 0.946], [1.874, 3.831, 2.249], [0.213, 3.686, 0.123], [-0.938, 3.886, 2.624], [5.926, -4.104, 2.727], [5.034, -3.482, 1.662], [3.606, -4.018, 1.712], [2.696, -3.391, 0.643], [2.662, -1.476, 0.999], [2.150, -1.039, 2.821], [3.395, -0.647, 3.640], [3.022, -0.126, 5.028], [2.290, -1.149, 5.888], [6.940, -3.711, 2.673], [5.980, -5.186, 2.601], [5.540, -3.904, 3.728], [5.452, -3.662, 0.667], [5.035, -2.389, 1.792], [3.187, -3.851, 2.710], [3.617, -5.100, 1.565], [1.678, -3.780, 0.714], [3.068, -3.600, -0.358], [3.704, -0.574, 0.349], [1.650, -1.917, 3.235], [1.447, -0.206, 2.841], [3.955, 0.127, 3.108], [4.063, -1.508, 3.743], [2.415, 0.776, 4.915], [3.941, 0.180, 5.531], [1.312, -1.406, 5.473], [2.122, -0.761, 6.891], [2.868, -2.071, 5.983]], "forces_ev_per_a": [[0.02, -0.11, -0.02], [0.01, -0.01, 0.00], [0.02, 0.06, 0.00], [-0.09, -0.03, 0.03], [0.04, 0.10, 0.03], [-0.06, -0.07, -0.03], [-0.06, -0.10, -0.13], [0.11, -0.20, 0.23], [0.07, -0.01, -0.03], [0.01, 0.11, 0.05], [-0.13, 0.03, 0.01], [0.06, 0.01, -0.02], [0.00, 0.00, 0.00], [0.00, 0.00, 0.00], [-0.01, 0.00, 0.01], [0.01, -0.01, 0.03], [-0.06, 0.02, 0.00], [-0.02, -0.03, 0.01], [0.13, -0.08, -0.01], [-0.01, -0.03, 0.02], [0.01, -0.01, -0.03], [0.01, -0.01, 0.02], [-0.03, 0.03, -0.01], [0.00, 0.01, -0.01], [-0.03, 0.00, -0.01], [0.01, 0.00, 0.00], [0.02, 0.00, 0.00], [-0.01, 0.01, 0.00], [0.02, -0.01, -0.01], [0.03, -0.01, -0.02], [-0.01, -0.01, -0.01], [0.08, -0.01, 0.03], [-0.02, 0.01, 0.01], [-0.02, 0.01, 0.03], [-0.03, 0.00, -0.01], [0.00, 0.00, 0.00], [0.01, 0.00, -0.03], [-0.01, 0.01, 0.00], [0.01, -0.01, 0.00], [0.03, 0.02, 0.01], [0.00, 0.01, -0.01], [-0.01, -0.02, -0.01], [0.01, 0.01, 0.01], [-0.01, 0.01, 0.01], [-0.01, 0.02, -0.02], [-0.01, 0.02, 0.02], [-0.02, 0.02, -0.04], [0.15, 0.04, -0.13], [-0.01, -0.04, 0.02], [-0.13, 0.22, 0.01], [-0.06, 0.01, -0.02], [0.03, -0.02, 0.08], [0.02, 0.01, 0.00], [0.01, 0.01, 0.00], [0.00, -0.02, 0.00], [-0.01, -0.01, 0.00], [-0.03, 0.04, -0.01], [-0.10, -0.01, -0.09], [-0.02, 0.05, 0.00], [0.00, -0.01, 0.00], [0.02, 0.02, 0.00], [-0.01, 0.00, 0.00], [0.00, 0.00, 0.00], [0.00, 0.00, 0.00], [0.00, 0.00, 0.00], [0.00, 0.00, 0.00], [0.00, 0.01, 0.00], [0.00, 0.00, 0.00], [0.00, 0.00, 0.01], [0.01, 0.00, 0.00], [0.01, 0.00, 0.00], [0.03, -0.03, 0.03], [-0.01, 0.01, 0.00], [0.03, -0.01, 0.01], [0.01, 0.00, 0.01], [0.00, 0.00, -0.01], [0.00, -0.01, 0.00], [0.00, 0.00, 0.00], [0.00, 0.00, 0.00], [0.00, 0.00, 0.00], [0.00, -0.01, 0.00]]}